ORCA calculation (ωB97M-V/def2-TZVPD) on a cluster of 2 separate species, C2N2OS in total.

Atoms and positions in Å:
C 1.070 -0.913 -0.346
C -1.204 0.519 1.184
N 2.028 -1.379 0.098
N -1.562 1.174 2.008
O 0.022 0.845 -1.902
S -0.354 -0.246 -1.042

Summary:
* HOMO (spin up / spin down): -0.429 / -0.429 hartree
* E_LUMO (spin up / spin down): -3.556 / -3.557 eV

Quick look at the Mulliken charges, all values in e: 0.3751 -0.0167 -0.2182 -0.3007 -0.3245 0.4849



ORCA calculation (ωB97M-V/def2-TZVPD) on a cluster of 2 separate species, C2N2S2 in total.

Atoms and positions in Å:
C 0.916 -0.868 0.808
C -0.781 0.961 -0.854
N 1.525 -1.410 -0.014
N -0.442 1.901 -0.263
S -0.034 -0.184 1.935
S -1.184 -0.400 -1.613

Summary:
* HOMO (spin up / spin down): -0.356 / -0.356 hartree
* E_LUMO (spin up / spin down): -4.875 / -4.855 eV

Quick look at the Mulliken charges, all values in e: 0.3636 0.3971 -0.2974 -0.3248 -0.0556 -0.0830



ORCA calculation (ωB97M-V/def2-TZVPD) on the ion C2N3O5 with charge -1.

Atoms and positions in Å:
C -0.094 -0.918 1.343
C 0.702 0.967 0.169
N -0.640 -1.906 1.600
N 0.396 0.321 1.405
N -0.676 -0.286 -1.346
O 0.367 2.063 -0.260
O 1.755 0.574 1.007
O 0.534 -0.279 -0.872
O -0.818 -0.720 -2.442
O -1.526 0.183 -0.603

Summary:
* HOMO: -0.217 hartree
* total charge: -1
* E_LUMO: 4.000 eV
* structure (SMILES): N#CN1O[C@@]1([O-])O[N+](=O)[O-]

Here are the Mulliken charges for atoms 1 to 6, given in e: 0.6082 0.9761 -0.5697 -0.3634 1.0760 -0.6811



ORCA calculation (ωB97M-V/def2-TZVPD) on a cluster of 2 separate species, C2N4O2 in total.

Atoms and positions in Å:
C 1.225 0.895 -0.018
C 0.774 -1.465 0.052
N 1.345 2.038 -0.191
N 0.627 -2.576 -0.235
N 0.898 -0.266 0.518
N -1.412 0.406 -0.005
O -1.449 1.576 -0.096
O -2.008 -0.609 -0.025

Summary:
* HOMO (spin up / spin down): -0.384 / -0.413 hartree
* E_LUMO (spin up / spin down): -3.778 / -1.965 eV

Here are the Mulliken charges for atoms 1 to 6, given in e: 0.5872 0.6290 -0.4081 -0.3846 -0.5053 0.7812



The records above give, respectively, DFT total energy values of -17931.6107; -26720.1226; -16776.3970; -12122.2904 eV.